(one)
This record from OMol25 describes a single C6H2N4 molecule. The level of theory is ωB97M-V with the def2-TZVPD basis set.

XYZ file:
```
12
C6H2N4, DFT ωB97M-V with the def2-TZVPD basis set
C 2.07 1.38 -2.59
N 0.41 0.47 0.85
C -1.14 1.25 -2.25
C 3.13 1.68 -1.79
C -0.81 0.91 -1.12
N 3.96 2.03 -1.08
N -1.11 1.64 -3.51
C -0.37 0.09 -0.06
H -0.72 -0.95 -0.22
H 0.73 -0.27 1.48
C 1.12 1.52 -3.35
N 0.03 1.70 -4.04
```

## Properties
Kohn-Sham gap in eV: 7.844
LUMO level in eV: -2.40
Highest occupied orbital energy in eV: -10.2
Total charge: 0

Let us look at the Löwdin charges, expressed in e, one per atom: number 1, C, carries 0.029; number 2, N, carries 0.117; number 3, C, carries -0.068; number 4, C, carries -0.242; number 5, C, carries 0.043; number 6, N, carries 0.180; number 7, N, carries 0.052; number 8, C, carries -0.280; number 9, H, carries 0.129; number 10, H, carries 0.060; number 11, C, carries -0.069; number 12, N, carries 0.050

***

(two)
This record from OMol25 describes a single C6H2N4 molecule. The level of theory is ωB97M-V with the def2-TZVPD basis set.

XYZ file:
```
12
C6H2N4, DFT ωB97M-V with the def2-TZVPD basis set
C -0.20 -0.29 0.89
C 0.14 -0.34 -1.71
C -1.43 -0.01 1.50
N 0.72 -2.65 0.68
C -0.13 0.63 -0.75
C 0.23 -1.61 0.76
H 0.56 0.24 1.47
N 2.00 2.07 -0.70
N 0.50 -1.19 -2.40
C 1.04 1.49 -0.70
H -1.05 1.23 -1.04
N -2.36 0.43 2.02
```

## Properties
Kohn-Sham gap in eV: 10.818
LUMO level in eV: -1.40
Highest occupied orbital energy in eV: -12.2
Total charge: 0

Let us look at the Löwdin charges, expressed in e, one per atom: number 1, C, carries -0.171; number 2, C, carries -0.259; number 3, C, carries -0.206; number 4, N, carries 0.228; number 5, C, carries -0.134; number 6, C, carries -0.214; number 7, H, carries 0.156; number 8, N, carries 0.206; number 9, N, carries 0.230; number 10, C, carries -0.217; number 11, H, carries 0.179; number 12, N, carries 0.201

***

It is (two) that is the most stable of them.

***

(one)
This record from OMol25 describes an isolated ion of composition C7H13N4O and charge +1. The level of theory is ωB97M-V with the def2-TZVPD basis set.

XYZ file:
```
25
C7H13N4O, DFT ωB97M-V with the def2-TZVPD basis set
C -1.10 3.31 -0.14
H -1.21 3.21 -1.12
H -0.53 -0.43 -2.22
H 0.02 -1.10 2.19
C -0.70 -0.02 -1.11
C 0.82 -2.65 -0.67
H 1.33 -3.66 -0.25
N 1.34 1.17 1.60
C -0.32 2.29 0.60
H 1.05 1.24 -1.12
H -1.11 4.27 0.21
C 0.68 -1.14 1.31
H 2.17 0.13 0.07
O -1.66 2.22 0.64
C 1.23 0.22 0.57
H -1.72 -1.85 -0.80
H 1.74 -2.25 -1.09
N 0.55 2.10 1.57
C -1.10 -1.15 -0.12
H -1.75 0.64 -1.10
N 0.39 0.78 -0.51
H 0.13 -3.11 -1.34
N 0.03 -1.92 0.35
H 1.46 -1.59 1.77
H -1.75 -0.67 0.71
```

## Properties
Kohn-Sham gap in eV: 7.958
LUMO level in eV: -4.46
Highest occupied orbital energy in eV: -12.4
Total charge: +1

Let us look at the Löwdin charges, expressed in e, one per atom: number 1, C, carries 0.087; number 2, H, carries 0.087; number 3, H, carries 0.168; number 4, H, carries 0.144; number 5, C, carries -0.145; number 6, C, carries -0.063; number 7, H, carries 0.137; number 8, N, carries 0.146; number 9, C, carries -0.274; number 10, H, carries 0.151; number 11, H, carries 0.113; number 12, C, carries -0.102; number 13, H, carries 0.156; number 14, O, carries 0.107; number 15, C, carries -0.232; number 16, H, carries 0.152; number 17, H, carries 0.079; number 18, N, carries 0.156; number 19, C, carries -0.188; number 20, H, carries 0.165; number 21, N, carries 0.050; number 22, H, carries 0.074; number 23, N, carries -0.222; number 24, H, carries 0.096; number 25, H, carries 0.157

***

(two)
This record from OMol25 describes a 2-piece molecular cluster, C7H13N4O overall. The level of theory is ωB97M-V with the def2-TZVPD basis set.

XYZ file:
```
25
C7H13N4O, DFT ωB97M-V with the def2-TZVPD basis set
C -0.97 2.95 0.24
H -0.05 -2.99 2.89
H 1.73 1.60 -0.19
C 1.20 0.60 -0.27
C 0.99 0.49 -1.83
C 0.50 -3.00 1.96
N 0.43 -2.17 1.03
H -1.57 3.36 0.93
N 0.32 -0.76 -2.24
O 0.99 -2.52 -0.20
H 0.86 -1.22 -3.03
H -2.59 -0.80 2.06
N -1.99 1.17 1.40
H 1.21 -3.79 1.81
H 1.82 -0.19 0.16
H -0.60 -0.72 -2.52
C -0.99 1.55 0.59
C -0.73 -0.44 1.06
H 0.67 -1.88 -0.93
H -0.01 3.28 0.14
N -0.08 0.56 0.42
H -1.53 3.02 -0.79
H 1.90 0.67 -2.29
H 0.35 1.38 -2.12
C -1.86 -0.16 1.70
```

## Properties
Kohn-Sham gap in eV: 8.629
LUMO level in eV: -4.49
Highest occupied orbital energy in eV: -13.1
Total charge: +1

Let us look at the Löwdin charges, expressed in e, one per atom: number 1, C, carries 0.026; number 2, H, carries 0.114; number 3, H, carries 0.154; number 4, C, carries -0.091; number 5, C, carries -0.189; number 6, C, carries 0.117; number 7, N, carries -0.033; number 8, H, carries 0.060; number 9, N, carries 0.015; number 10, O, carries -0.011; number 11, H, carries 0.144; number 12, H, carries 0.106; number 13, N, carries 0.149; number 14, H, carries 0.111; number 15, H, carries 0.123; number 16, H, carries 0.068; number 17, C, carries -0.346; number 18, C, carries 0.044; number 19, H, carries 0.059; number 20, H, carries 0.052; number 21, N, carries 0.013; number 22, H, carries 0.149; number 23, H, carries 0.090; number 24, H, carries 0.138; number 25, C, carries -0.061

***

It is (two) that is the most stable of them.

***

(one)
This record from OMol25 describes a 2-piece molecular cluster, C2HIN2O2 overall. The level of theory is ωB97M-V with the def2-TZVPD basis set.

XYZ file:
```
8
C2HIN2O2, DFT ωB97M-V with the def2-TZVPD basis set
C 0.46 -0.75 -0.18
O 0.34 1.82 -1.38
N -0.56 -0.99 0.41
N -1.68 -0.95 0.81
H -2.37 -1.14 0.08
O 0.82 1.66 0.83
I 2.44 -1.29 -0.30
C 0.55 1.64 -0.27
```

## Properties
Kohn-Sham gap in eV: 8.079
LUMO level in eV: -0.75
Highest occupied orbital energy in eV: -8.8
Total charge: 0

Let us look at the Löwdin charges, expressed in e, one per atom: number 1, C, carries -0.647; number 2, O, carries 0.203; number 3, N, carries -0.222; number 4, N, carries 0.085; number 5, H, carries 0.089; number 6, O, carries 0.184; number 7, I, carries 0.902; number 8, C, carries -0.594

***

(two)
This record from OMol25 describes a 2-piece molecular cluster, C2HIN2O2 overall. The level of theory is ωB97M-V with the def2-TZVPD basis set.

XYZ file:
```
8
C2HIN2O2, DFT ωB97M-V with the def2-TZVPD basis set
O -1.67 1.25 0.24
C 0.19 -0.64 -1.31
C 0.24 -0.67 0.16
O 0.20 1.71 1.22
N 0.02 -0.57 -2.45
I 2.16 -0.67 0.93
H -0.53 -1.49 0.54
N -0.61 1.07 0.66
```

## Properties
Kohn-Sham gap (spin up / spin down) in eV: 9.270 / 9.270
LUMO level (spin up / spin down) in eV: -0.89 / -0.89
Highest occupied orbital energy (spin up / spin down) in eV: -10.2 / -10.2
Total charge: 0

Let us look at the Löwdin charges, expressed in e, one per atom: number 1, O, carries 0.134; number 2, C, carries -0.363; number 3, C, carries -0.665; number 4, O, carries 0.030; number 5, N, carries 0.160; number 6, I, carries 0.954; number 7, H, carries 0.116; number 8, N, carries -0.367

***

It is (one) that is the most stable of them.